Record 1
The following is a quantum chemistry calculation of C4H9N in the gas phase, from the OMol25 dataset.

Atoms and positions in Å:
C -0.64642 -0.99958 -1.46430
C -0.33026 0.02536 -0.39327
C -0.46321 1.34434 -0.63358
C 1.04152 0.26056 1.62308
N 0.16302 -0.51796 0.80184
H -1.49684 -0.72348 -2.07575
H -0.68359 -2.00212 -1.03984
H 0.22304 -0.99885 -2.12054
H -0.56874 1.66523 -1.66038
H -0.48879 2.07800 0.15700
H 0.75503 1.30474 1.68383
H 2.09744 0.32144 1.30808
H 1.01546 -0.16232 2.63356
H 0.48327 -1.45988 0.62069

Summary:
- Lowest unoccupied orbital energy: 0.0402 Ha
- HOMO: -7.8 eV
- Spin multiplicity: 1
- Net charge: 0
- Energy relative to the best compared isomer or geometry (same formula, charge and spin): 71.6 kJ/mol
- HOMO-LUMO gap: 8.91 eV

---

Record 2
The following is a quantum chemistry calculation of C33H31ClGeIN3O4Tc as an isolated structure, from the OMol25 dataset.

Atoms and positions in Å:
Tc 0.67540 -0.11616 2.18185
N 0.46136 -3.03234 2.42428
C 0.50511 -4.00313 3.34871
C 0.80811 -3.48690 4.58131
C 0.94598 -2.13720 4.37054
N 0.72440 -1.89185 3.04582
H 0.41211 -2.93248 1.41207
H 0.43355 -5.10510 3.14284
H 0.84360 -3.99616 5.51369
H 1.16571 -1.30404 5.01554
N -1.19368 3.04034 4.32321
C -0.23491 2.37307 3.73205
O -0.50133 1.32105 2.94969
C 1.13908 2.87628 3.91410
I 2.64857 1.39445 4.53126
H -2.15302 2.75669 4.25744
H -0.91340 3.82293 4.94531
H 1.22585 3.57372 4.73963
H 1.54634 3.26280 2.94729
C 5.00729 4.95818 -1.28571
C 4.01772 4.23678 -2.12557
C 3.80560 4.41885 -3.53242
C 2.88004 3.68232 -4.25753
Cl 2.92649 3.67014 -5.97747
C 2.06267 2.77198 -3.58644
C 2.25168 2.51504 -2.28530
C 3.23867 3.23239 -1.56561
O 3.47584 2.91627 -0.23227
C 3.68133 1.53895 0.07206
C 2.50027 0.91451 0.83288
O 1.56020 1.55008 1.35428
O 2.37721 -0.36019 0.96494
H 5.27962 5.95067 -1.70030
H 5.86954 4.37748 -1.15920
H 4.56115 5.18246 -0.33205
H 4.46558 5.04970 -4.01346
H 1.33042 2.22903 -4.18076
H 1.59155 1.85943 -1.77466
H 4.55010 1.31322 0.74784
H 3.92820 0.92014 -0.76724
C -0.23631 -0.67374 0.92747
Ge -1.79611 -1.30148 -0.85400
C -3.24224 -1.09729 0.38649
C -4.29968 -2.00181 0.21969
C -5.28253 -2.09226 1.18803
C -5.31472 -1.14983 2.21638
C -4.34821 -0.12723 2.30396
C -3.31001 -0.12253 1.43750
C -0.96784 -3.00027 -0.69058
C -1.75214 -4.12060 -0.42733
C -1.25922 -5.39329 -0.70187
C 0.04458 -5.58479 -1.16104
C 0.91115 -4.52199 -1.33797
C 0.35802 -3.19836 -1.20114
C -1.75521 -0.35886 -2.45627
C -2.62817 0.71524 -2.38340
C -3.02194 1.37427 -3.55319
C -2.60030 0.91628 -4.74878
C -1.63963 -0.08603 -4.87017
C -1.23431 -0.78085 -3.70228
H -4.32358 -2.67458 -0.66316
H -6.09763 -2.78135 1.11476
H -6.16201 -1.10780 2.92951
H -4.42063 0.57702 3.11597
H -2.55133 0.70715 1.40856
H -2.80089 -4.04450 -0.03929
H -1.82257 -6.32332 -0.61070
H 0.46217 -6.59948 -1.15074
H 1.90990 -4.64253 -1.63982
H 0.89538 -2.34311 -1.59944
H -3.01591 1.06775 -1.38899
H -3.73088 2.14366 -3.40066
H -2.94131 1.39590 -5.63684
H -1.30737 -0.39023 -5.85806
H -0.61851 -1.72253 -3.74520

Summary:
- Lowest unoccupied orbital energy: -0.4325 Ha
- HOMO: -14.3 eV
- Spin multiplicity: 1
- Net charge: +3
- HOMO-LUMO gap: 2.57 eV

---

Record 3
The following is a quantum chemistry calculation of a 2-piece molecular cluster, C4H12 overall, from the OMol25 dataset.

Atoms and positions in Å:
C 0.07477 2.07617 -0.45325
C 0.59992 2.36677 0.97738
H 0.34404 3.00334 -0.97623
H 0.80354 1.32876 -0.89174
H -0.90794 1.81491 -0.73518
H 0.61251 1.56010 1.68484
H 0.14914 3.17810 1.54213
H 1.57150 2.78247 0.77157
C -0.70830 -1.55915 -0.14565
C -0.13800 -2.95667 -0.42357
H -0.48498 -1.58449 0.99030
H -0.20839 -0.63245 -0.49578
H -1.77705 -1.25377 -0.35989
H -0.11645 -3.43431 -1.54426
H -0.73163 -3.66679 0.23014
H 0.91729 -3.02298 -0.17082

Summary:
- Lowest unoccupied orbital energy (alpha / beta): -0.1137 / -0.4271 Ha
- HOMO (alpha / beta): -16.1 / -15.1 eV
- Spin multiplicity: 2
- Net charge: +1
- Energy relative to the best compared isomer or geometry (same formula, charge and spin): 130.6 kJ/mol
- HOMO-LUMO gap (alpha / beta): 13.01 / 3.50 eV

---

Record 4
The following is a quantum chemistry calculation of C13H20IrN8OS as an isolated structure, from the OMol25 dataset.

Atoms and positions in Å:
Ir -1.26767 -0.57999 -0.29569
N -3.89119 1.54488 0.00972
C -3.19573 1.83296 -1.10418
N -3.57559 2.85886 -1.84920
C -2.86077 3.07036 -2.95346
N -3.18642 4.12259 -3.72107
N -1.80660 2.31859 -3.35040
C -1.50121 1.33345 -2.55141
N -2.14223 1.02982 -1.40804
C -0.37098 0.45711 -2.93974
C 0.31170 0.67481 -4.11669
C 1.34316 -0.18503 -4.46231
C 1.65045 -1.23272 -3.61451
C 0.91724 -1.37953 -2.44806
N -0.06696 -0.55608 -2.10977
H -4.41477 2.32266 0.38248
H -3.40060 0.97722 0.68738
H -4.12483 4.46836 -3.58722
H -2.86750 4.06933 -4.67625
H 0.03315 1.50172 -4.75039
H 1.89178 -0.03761 -5.38193
H 2.44242 -1.93066 -3.84264
H 1.12188 -2.18145 -1.74944
O -0.08586 0.55800 0.55815
C 1.70348 0.78645 4.55554
C 0.87779 -0.48793 4.51480
N 0.04998 -0.56788 3.29798
C -0.11310 -1.61919 2.50819
S -1.66171 -1.89790 1.72534
N 0.87332 -2.47682 2.28753
C 2.31144 -2.21010 2.39521
C 3.00531 -2.64447 1.11634
H 2.28765 0.82611 5.47329
H 1.06128 1.66584 4.52308
H 2.38625 0.84343 3.70809
H 0.19480 -0.51617 5.36506
H 1.50163 -1.37220 4.58845
H -0.76387 0.03191 3.30701
H 0.60409 -3.26958 1.72288
H 2.72272 -2.75065 3.24890
H 2.45429 -1.14487 2.55599
H 2.87818 -3.71373 0.93925
H 4.07179 -2.43895 1.18261
H 2.60182 -2.10095 0.25914

Summary:
- Lowest unoccupied orbital energy (alpha / beta): -0.1210 / -0.1291 Ha
- HOMO (alpha / beta): -9.9 / -11.6 eV
- Spin multiplicity: 5
- Net charge: +1
- Energy relative to the best compared isomer or geometry (same formula, charge and spin): 58.6 kJ/mol
- HOMO-LUMO gap (alpha / beta): 6.58 / 8.11 eV

---

Largest force on an atom in eV Å⁻¹, matching the order above: 1.329; 3.291; 2.476; 2.039